Entry from OMol25: a cluster of 15 separate species, C21H72N8O15 in total at a distorted geometry (the ωB97M-V functional and the def2-TZVPD basis).

Output
E_LUMO = -0.65 eV
energy above the lowest of the compared OMol25 structures with the same formula, charge and spin = 340.7 kJ/mol

```
116
C21H72N8O15, DFT the ωB97M-V functional and the def2-TZVPD basis
C -2.04434 2.78726 -3.28571
C -3.34034 2.58726 -4.10471
O -4.24134 1.77226 -3.37771
H -1.38934 3.43326 -3.85471
H -1.42834 1.86526 -3.02471
H -2.21734 3.18426 -2.26771
H -3.16734 2.16626 -5.06071
H -3.89734 3.49726 -4.32971
H -4.98834 2.32226 -3.20571
C -4.12934 0.69526 0.94429
C -3.75334 1.90926 0.08329
O -3.57734 3.01926 0.90129
H -4.97134 1.00626 1.49429
H -3.41434 0.49226 1.71729
H -4.50134 -0.12274 0.34329
H -4.61634 2.08526 -0.53571
H -2.88834 1.74526 -0.70671
H -2.79434 2.81826 1.46129
C -0.93034 -4.03774 0.18729
C -0.35734 -4.49874 -1.13471
O 1.12066 -4.46074 -1.14071
H -0.45434 -4.42074 1.03129
H -1.94734 -4.27074 0.15229
H -0.87734 -2.96574 0.28229
H -0.74634 -3.88774 -1.98571
H -0.59434 -5.48574 -1.35671
H 1.41366 -4.77074 -2.04971
C 3.84766 1.44126 2.28329
C 3.43166 2.04826 0.93829
O 3.10466 1.07726 -0.01771
H 3.06066 0.85526 2.70929
H 4.06266 2.19826 3.00229
H 4.70866 0.84826 2.22829
H 4.18466 2.69526 0.48729
H 2.61266 2.64626 1.16429
H 3.68966 1.13426 -0.77971
C 1.14266 4.78526 0.20029
C 0.61366 3.63626 -0.71371
O -0.44834 2.97326 -0.13871
H 2.23866 4.80626 0.24129
H 0.88066 4.71426 1.26629
H 0.72266 5.77926 0.04729
H 1.39366 2.97526 -0.94171
H 0.30166 4.00626 -1.68571
H -0.34034 2.08026 -0.37271
C -0.30234 -1.70674 -5.16471
C -0.70634 -0.24374 -4.86171
O -0.29934 0.59326 -5.91471
H 0.75366 -1.91574 -5.07971
H -0.66634 -1.95874 -6.16971
H -0.79934 -2.38474 -4.49571
H -0.22634 -0.06974 -3.91371
H -1.79634 -0.08974 -4.73771
H -0.12934 1.52126 -5.63571
C -2.29134 0.46526 4.36829
O -3.57634 -0.00574 4.17629
N -2.03134 1.26826 5.30229
N -1.26034 0.20526 3.55829
H -2.67534 1.58726 6.05529
H -1.00534 1.47326 5.43129
H -1.28934 -0.40174 2.70429
H -0.29534 0.54426 3.88929
C 3.37866 -2.70174 0.72229
O 4.11666 -3.80874 0.63529
N 2.10266 -2.51774 0.43329
N 3.87566 -1.57374 1.18629
H 1.75366 -3.26574 -0.19671
H 1.71266 -1.49474 0.48529
H 4.83666 -1.76874 1.45729
H 3.50566 -0.62774 1.10729
C -0.26434 -0.18374 0.47829
O -1.22434 -0.93174 1.16429
N -0.35034 0.28626 -0.71471
N 0.93366 -0.10074 1.01229
H -1.04134 -0.31074 -1.19071
H 0.42866 0.64126 -1.38171
H 0.98666 -0.43774 2.03529
H 1.73666 0.49626 0.71429
C 1.44366 -1.98274 3.88629
O 0.77166 -1.90774 5.10729
N 0.80366 -2.41274 2.79829
N 2.64766 -1.52474 3.61029
H -0.13834 -2.47674 2.72929
H 1.30566 -2.65674 1.90629
H 3.22366 -1.32074 4.41329
H 3.17666 -1.56174 2.68629
C 1.65266 2.01926 -3.64571
O 1.49366 1.07726 -2.60671
H 0.72166 2.18026 -4.08971
H 2.19066 1.54326 -4.38171
H 2.07266 2.96026 -3.34971
H 1.92766 0.26526 -2.84471
C 2.83966 -1.88474 -2.81271
O 1.62266 -1.89774 -2.23771
H 2.78866 -1.86274 -3.87671
H 3.28866 -2.85874 -2.45871
H 3.48966 -1.18174 -2.40971
H 1.76066 -1.75274 -1.30471
C 1.25366 2.61226 4.05229
O 0.93766 1.44726 4.71829
H 1.48266 2.16026 3.09129
H 2.02166 3.08926 4.65129
H 0.41466 3.34326 3.97229
H 1.69666 1.13626 5.27829
C -2.21234 -1.84874 -2.13371
O -2.73734 -0.58474 -1.96571
H -1.14734 -1.79074 -2.02071
H -2.49134 -2.23874 -3.02071
H -2.61634 -2.50774 -1.28871
H -3.72334 -0.68674 -2.13171
C -2.64234 -2.93774 3.32929
O -1.95434 -2.60374 4.50529
H -3.26634 -2.15574 2.93829
H -3.21834 -3.86274 3.46429
H -1.99534 -3.06574 2.48229
H -1.25134 -2.01574 4.40429
```

Atomic partial charges in e from the Mulliken method, atoms 1 to 2: number 1, C, carries -0.317; number 2, C, carries -0.953